{"formula": "C6H10O", "method": "the ωB97M-V functional and the def2-TZVPD basis", "symbols": ["O", "C", "C", "C", "C", "C", "C", "H", "H", "H", "H", "H", "H", "H", "H", "H", "H"], "positions_angstrom": [[-0.540, -0.281, 1.642], [0.748, -1.022, -0.271], [1.382, 1.233, -0.076], [-1.848, -0.679, -0.246], [1.866, -0.010, -0.125], [-0.126, 1.227, -0.192], [-0.480, -0.217, 0.221], [-2.190, -1.498, 0.391], [-0.648, 1.936, 0.460], [0.637, -1.315, -1.326], [0.881, -1.937, 0.316], [1.973, 2.141, 0.008], [-0.439, 1.433, -1.226], [-2.567, 0.142, -0.158], [2.920, -0.277, -0.093], [-1.838, -1.016, -1.285], [0.269, 0.141, 1.962]], "atomic_forces_ev_per_a": [[0.215, 0.140, 0.222], [-0.062, -0.032, 0.021], [0.077, -0.118, -0.034], [-0.025, -0.040, -0.092], [-0.049, 0.142, -0.005], [-0.050, 0.030, 0.015], [-0.101, 0.008, -0.277], [0.055, 0.043, -0.137], [0.126, -0.045, -0.090], [-0.007, 0.047, 0.154], [-0.005, 0.144, -0.054], [-0.049, -0.165, -0.055], [0.056, -0.039, 0.129], [0.058, -0.138, 0.039], [-0.195, 0.063, -0.012], [0.033, 0.062, 0.048], [-0.078, -0.104, 0.130]], "homo_ev": -9.513, "total_charge": 0, "smiles": "CC1(O)CC=CC1"}


{"formula": "C6H10O", "method": "the ωB97M-V functional and the def2-TZVPD basis", "symbols": ["O", "C", "C", "C", "C", "C", "C", "H", "H", "H", "H", "H", "H", "H", "H", "H", "H"], "positions_angstrom": [[2.101, -1.061, 2.099], [2.379, -0.876, 0.937], [-0.789, 0.739, -0.491], [1.514, -0.147, -0.060], [0.321, 0.601, 0.534], [-1.500, -0.515, -0.911], [-2.234, 0.539, -0.131], [-1.229, -1.427, -0.381], [-2.468, 0.321, 0.909], [-1.741, -0.667, -1.960], [-0.590, 1.460, -1.282], [1.156, -0.921, -0.759], [-0.032, 0.049, 1.412], [2.136, 0.501, -0.691], [-2.985, 1.128, -0.652], [3.315, -1.303, 0.519], [0.647, 1.581, 0.907]], "atomic_forces_ev_per_a": [[0.084, 0.186, -0.525], [-0.068, -0.073, 0.278], [0.152, 0.079, -0.048], [-0.052, 0.005, -0.080], [-0.046, -0.023, 0.057], [0.013, -0.238, -0.114], [-0.087, 0.109, 0.117], [-0.076, 0.151, -0.084], [0.037, 0.051, -0.187], [-0.007, 0.082, 0.207], [-0.056, -0.110, 0.095], [0.054, 0.029, 0.159], [-0.044, 0.012, -0.148], [0.054, -0.063, 0.184], [0.178, -0.093, 0.135], [-0.030, 0.042, 0.035], [-0.108, -0.145, -0.078]], "homo_ev": -9.774, "total_charge": 0, "smiles": "O=CCCC1CC1"}


{"formula": "C6H10O", "method": "the ωB97M-V functional and the def2-TZVPD basis", "symbols": ["O", "C", "C", "C", "C", "C", "C", "H", "H", "H", "H", "H", "H", "H", "H", "H", "H"], "positions_angstrom": [[0.994, 0.151, -0.820], [1.702, -0.401, 0.564], [-0.674, -0.698, 0.695], [0.661, -1.450, 0.881], [-0.334, 0.414, -0.296], [0.604, 1.420, 0.206], [-1.340, 0.750, -1.363], [-1.035, -0.256, 1.629], [0.809, 2.259, -0.456], [0.675, -2.324, 0.207], [-2.255, 1.134, -0.899], [-1.594, -0.149, -1.930], [0.787, 1.622, 1.251], [-1.467, -1.341, 0.300], [-0.960, 1.504, -2.057], [0.787, -1.817, 1.906], [2.640, -0.818, 0.180]], "atomic_forces_ev_per_a": [[0.315, -0.266, -0.171], [0.105, -0.345, -0.071], [-0.089, 0.013, 0.019], [-0.004, 0.016, 0.121], [-0.128, 0.121, 0.077], [-0.327, 0.509, 0.222], [0.001, 0.017, -0.020], [0.049, -0.065, -0.090], [-0.049, -0.149, -0.020], [0.029, 0.122, 0.013], [0.104, -0.060, -0.050], [0.028, 0.064, 0.072], [0.053, -0.084, -0.129], [0.092, 0.073, 0.022], [0.000, -0.095, 0.132], [-0.036, 0.049, -0.143], [-0.142, 0.080, 0.016]], "homo_ev": -6.687, "total_charge": 0}


| no. | orbital gap (eV) |
| --- | --- |
| 1 | 10.54 |
| 2 | 10.84 |
| 3 | 7.49 |